22
Properties=species:S:1:pos:R:3:lowdin_charge:R:1 method="wB97M-V/def2-TZVPD" smiles="C[C@H](N)CO.CC(=O)O" molar_mass_g_mol=135.16 max_force_ha_per_bohr=0.0654 e_above_lowest_kj_mol=92.81 e_tot_ev=-13028.269
C 1.38 -0.07 1.40 -0.061
C 1.88 -0.04 -0.05 -0.441
N 3.05 0.81 -0.25 0.026
C 0.79 0.42 -1.02 -0.232
O -0.33 -0.43 -1.13 -0.127
H 2.16 -0.42 2.07 0.075
H 1.08 0.94 1.71 0.080
H 0.53 -0.75 1.49 0.056
H 2.18 -1.06 -0.33 0.142
H 2.82 1.77 -0.01 0.074
H 3.81 0.52 0.35 0.071
H 0.39 1.39 -0.70 0.124
H 1.25 0.55 -2.01 0.119
H -0.30 -1.38 -0.68 0.157
C -3.20 -0.40 -0.85 0.015
C -2.17 -0.48 0.24 -0.582
O -1.66 -1.53 0.67 0.013
O -1.96 0.70 0.83 0.099
H -3.32 -1.38 -1.30 0.091
H -4.14 -0.07 -0.42 0.091
H -2.87 0.32 -1.60 0.093
H -1.38 0.58 1.59 0.116

---

16
Properties=species:S:1:pos:R:3:lowdin_charge:R:1 method="wB97M-V/def2-TZVPD" molar_mass_g_mol=99.14 max_force_ha_per_bohr=0.1352 e_above_lowest_kj_mol=553.44 e_tot_ev=-8758.789
H 2.84 2.02 0.88 0.137
N 1.74 2.19 1.22 0.026
C 0.85 1.36 1.17 -0.437
N 1.19 0.07 0.91 -0.052
N 0.09 -0.92 0.81 -0.019
C -0.86 -0.96 0.05 -0.221
C -0.92 -0.34 -1.42 -0.258
C -1.87 -1.23 -2.19 -0.193
H -0.24 1.48 1.55 0.151
H 2.10 -0.56 1.19 0.207
H -1.57 -1.52 0.55 0.083
H -1.39 0.88 -1.32 0.171
H 0.15 -0.17 -1.66 0.094
H -3.00 -1.32 -1.64 0.144
H -1.82 -0.89 -3.32 0.093
H -1.45 -2.26 -2.45 0.073

---

24
Properties=species:S:1:pos:R:3:lowdin_charge:R:1 method="wB97M-V/def2-TZVPD" charge=+1 molar_mass_g_mol=149.22 max_force_ha_per_bohr=0.0928 e_above_lowest_kj_mol=313.36 e_tot_ev=-12514.372
C 2.11 0.33 0.17 0.015
C 2.89 1.29 -0.39 -0.014
C 0.84 1.61 -1.09 -0.191
C -0.49 1.96 -1.61 -0.046
C -1.40 0.96 -0.85 -0.088
C -2.59 -2.35 1.54 0.185
C -0.83 -1.09 0.63 0.013
C -0.46 0.03 -0.11 -0.210
C 0.23 -1.97 1.20 -0.149
N 0.84 0.54 -0.29 0.057
N 2.09 2.08 -1.17 0.171
H 2.38 -0.45 0.86 0.121
H 3.94 1.47 -0.28 0.133
H -0.75 3.00 -1.41 0.132
H -0.55 1.81 -2.69 0.134
H -2.05 1.48 -0.15 0.127
H -2.03 0.40 -1.53 0.126
H -2.51 -3.17 0.84 0.027
H -3.45 -1.72 1.46 0.019
H -2.12 -2.44 2.50 0.026
H -0.13 -2.99 1.36 0.062
H 0.56 -1.59 2.17 0.093
H 1.09 -2.04 0.54 0.066
H 2.40 2.88 -1.70 0.189

---

17
Properties=species:S:1:pos:R:3:lowdin_spin:R:1 method="wB97M-V/def2-TZVPD" s_squared=0.755 charge=+1 molar_mass_g_mol=109.19 max_force_ha_per_bohr=0.0530 multiplicity=2 e_above_lowest_kj_mol=47.98 e_tot_ev=-17653.106
C 1.63 -0.66 0.00 0.079
N 0.66 0.28 0.50 0.638
C -0.74 -0.04 0.47 0.069
C -1.33 1.11 -0.50 0.059
S -3.05 0.76 -1.16 0.056
H 1.78 -0.54 -1.06 0.036
H 2.54 -0.46 0.62 0.011
H 1.33 -1.68 0.21 0.013
H 1.00 1.12 0.94 0.011
H -1.34 -0.19 1.36 0.024
H -0.78 -0.99 -0.10 0.000
H -0.78 0.96 -1.43 0.001
H -1.20 2.03 0.07 0.000
H -2.82 1.45 -2.29 0.004
H 5.03 -2.80 1.75 0.000
H 5.49 -1.37 2.03 0.000
O 4.72 -1.89 1.82 0.001

---

20
Properties=species:S:1:pos:R:3:lowdin_spin:R:1 method="wB97M-V/def2-TZVPD" s_squared=2.016 charge=+1 molar_mass_g_mol=143.24 max_force_ha_per_bohr=0.1582 multiplicity=3 e_above_lowest_kj_mol=0.00 e_tot_ev=-20205.177
C 0.30 1.64 0.05 0.552
C -0.80 -0.84 0.02 0.308
C 1.09 0.57 0.14 0.334
C -1.20 1.58 0.23 0.092
C -3.01 -0.08 -0.37 0.009
C 3.43 -1.14 0.18 0.032
N -1.59 0.21 -0.02 0.199
N 0.51 -0.69 0.11 0.106
S 2.81 0.55 -0.19 0.260
H 0.72 2.57 -0.26 0.025
H -1.10 -1.85 -0.46 0.018
H -1.41 1.87 1.29 0.031
H -1.66 2.24 -0.44 0.010
H -3.10 -1.15 -0.51 0.002
H -3.84 0.25 0.34 0.004
H -3.14 0.37 -1.30 0.003
H 4.48 -1.05 0.36 0.001
H 3.39 -1.90 -0.60 0.007
H 3.04 -1.69 1.04 0.004
H 1.07 -1.47 0.38 0.003

---

15
Properties=species:S:1:pos:R:3:lowdin_charge:R:1 method="wB97M-V/def2-TZVPD" smiles=C#CC[C@H](C)C#C molar_mass_g_mol=92.14 max_force_ha_per_bohr=0.0111 e_above_lowest_kj_mol=357.68 e_tot_ev=-7385.040
C 2.95 0.69 -0.33 0.113
C 1.76 0.87 -0.49 -0.152
C 0.30 0.98 -0.56 -0.182
C -0.32 -0.08 0.39 -0.396
C -0.12 -1.49 -0.18 -0.065
C -1.73 0.19 0.67 -0.120
C -2.89 0.39 0.95 0.120
H 3.99 0.55 -0.17 0.025
H -0.06 0.84 -1.58 0.126
H -0.01 1.99 -0.25 0.121
H 0.22 0.00 1.34 0.143
H -0.75 -1.63 -1.07 0.087
H 0.93 -1.62 -0.48 0.073
H -0.37 -2.26 0.55 0.083
H -3.91 0.57 1.21 0.024